Below is a cluster of 3 separate species, C11H23Cl2O10P in total at a distorted geometry, with properties calculated with ωB97M-V/def2-TZVPD.

Geometry (Å):
C1 -0.693 -0.980 -2.348
C2 -1.803 -1.088 -3.553
Cl1 -2.306 -2.862 -3.706
C3 -3.061 -0.064 -3.144
Cl2 -3.414 -0.130 -1.331
O1 -4.211 -0.205 -4.036
P1 -5.604 -0.914 -3.298
O2 -6.626 -1.235 -4.507
O3 -6.520 0.201 -2.261
O4 -5.329 -2.474 -2.532
H1 -0.468 0.141 -2.063
H2 0.320 -1.444 -2.762
H3 -0.975 -1.644 -1.397
H4 -1.327 -0.745 -4.592
H5 -2.615 1.025 -3.350
H6 -6.456 -0.089 -1.302
H7 -5.141 -2.373 -1.553
C4 2.434 3.558 1.938
C5 2.676 2.387 1.001
O5 1.676 2.329 -0.025
C6 1.796 3.244 -1.015
O6 2.668 4.097 -1.108
O7 0.760 3.075 -1.875
C7 0.705 4.055 -2.909
H8 1.420 3.519 2.349
H9 3.153 3.549 2.762
H10 2.527 4.514 1.415
H11 2.603 1.453 1.568
H12 3.680 2.419 0.561
H13 1.650 4.108 -3.459
H14 0.450 5.029 -2.484
H15 -0.084 3.765 -3.609
C8 3.123 -4.173 2.606
C9 3.632 -3.008 3.438
O8 2.820 -1.841 3.247
C10 1.616 -1.855 3.865
O9 1.171 -2.759 4.560
O10 0.967 -0.704 3.555
C11 -0.366 -0.643 4.054
H16 3.046 -3.889 1.552
H17 3.791 -5.034 2.696
H18 2.123 -4.484 2.923
H19 4.643 -2.747 3.109
H20 3.695 -3.265 4.502
H21 -0.396 -0.815 5.135
H22 -0.993 -1.368 3.529
H23 -0.757 0.360 3.855

The structure (SMILES) is C[C@@H](Cl)[C@H](Cl)OP(=O)(O)O.CCOC(=O)OC.CCOC(=O)OC. As for the multiplicity: 1. The energy is -66588.4116 eV. The LUMO energy comes out at -0.208 eV. As for the charge: 0. The HOMO energy comes out at -10.070 eV. The calculation puts the maximum force at 8.0 eV/Å.

---

Below is a cluster of 14 separate species, C32H51BN15O2 in total at a distorted geometry, with properties calculated with ωB97M-V/def2-TZVPD.

Geometry (Å):
O1 -2.645 -1.437 3.410
B1 -3.066 -0.157 4.064
O2 -4.336 0.545 3.662
C1 -2.160 0.589 5.213
C2 -1.617 -0.249 6.514
N1 -0.404 0.388 6.802
C3 0.041 1.504 5.837
C4 -0.801 1.149 4.437
H1 -3.155 -2.194 3.825
H2 -4.688 0.895 4.552
H3 -2.587 1.584 5.693
H4 -2.151 -1.122 7.090
H5 0.243 0.149 7.587
H6 -0.292 2.587 6.178
H7 1.180 1.347 5.614
H8 -1.152 2.091 3.796
H9 -0.309 0.359 3.706
C5 0.426 4.656 1.879
C6 1.225 4.097 3.045
N2 1.889 3.634 4.012
H10 -0.381 3.967 1.616
H11 -0.006 5.623 2.153
H12 1.077 4.790 1.011
C7 -3.957 -2.761 0.584
C8 -4.581 -4.047 0.068
N3 -5.098 -5.115 -0.361
H13 -4.740 -2.077 0.923
H14 -3.290 -2.980 1.422
H15 -3.383 -2.279 -0.212
C9 -7.103 -1.050 -2.069
C10 -5.723 -0.618 -1.600
N4 -4.578 -0.261 -1.211
H16 -7.219 -0.833 -3.135
H17 -7.233 -2.123 -1.908
H18 -7.872 -0.509 -1.511
C11 -5.518 -2.744 -4.939
C12 -5.160 -1.520 -5.767
N5 -4.864 -0.505 -6.453
H19 -5.623 -3.616 -5.590
H20 -4.732 -2.940 -4.205
H21 -6.462 -2.576 -4.414
C13 -2.288 1.394 -5.216
C14 -0.838 1.071 -4.896
N6 0.366 0.803 -4.631
H22 -2.683 0.667 -5.931
H23 -2.888 1.357 -4.302
H24 -2.361 2.396 -5.649
C15 -3.950 5.242 2.021
C16 -2.780 5.734 1.184
N7 -1.810 6.143 0.489
H25 -3.844 4.171 2.215
H26 -3.976 5.776 2.974
H27 -4.889 5.416 1.488
C17 -3.831 -6.779 -5.776
C18 -5.019 -6.091 -5.124
N8 -6.005 -5.520 -4.583
H28 -4.099 -7.802 -6.053
H29 -3.532 -6.234 -6.675
H30 -2.988 -6.808 -5.080
C19 4.614 2.612 5.013
C20 5.870 1.756 5.003
N9 6.912 1.046 4.994
H31 4.199 2.677 4.003
H32 3.867 2.169 5.677
H33 4.852 3.619 5.365
C21 6.400 -2.248 3.712
C22 5.914 -3.655 4.016
N10 5.511 -4.823 4.269
H34 7.471 -2.169 3.922
H35 6.226 -2.013 2.659
H36 5.862 -1.525 4.332
C23 2.756 1.612 -7.108
C24 2.850 2.152 -8.525
N11 2.928 2.601 -9.701
H37 1.811 1.919 -6.653
H38 2.806 0.519 -7.121
H39 3.584 1.998 -6.506
C25 8.736 -6.830 2.402
C26 7.548 -6.142 3.054
N12 6.562 -5.571 3.595
H40 8.468 -7.853 2.125
H41 9.035 -6.284 1.503
H42 9.578 -6.859 3.098
C27 3.977 5.767 -10.045
C28 5.357 6.199 -9.576
N13 6.502 6.556 -9.187
H43 3.861 5.984 -11.110
H44 3.847 4.694 -9.883
H45 3.208 6.308 -9.486
C29 5.459 -9.056 0.790
C30 6.874 -8.911 0.256
N14 8.049 -8.791 -0.186
H46 5.475 -9.110 1.882
H47 4.856 -8.197 0.485
H48 5.003 -9.969 0.395
C31 -2.932 9.265 4.020
C32 -3.418 7.857 4.325
N15 -3.821 6.689 4.577
H49 -1.862 9.343 4.230
H50 -3.106 9.500 2.967
H51 -3.470 9.987 4.640

As for the multiplicity: 1. The energy is -61106.8472 eV. The LUMO energy comes out at -5.207 eV. As for the charge: +1. The HOMO energy comes out at -6.640 eV. The calculation puts the maximum force at 15.2 eV/Å.

---

Below is a cluster of 11 separate species, C18H57N18O12 in total at a distorted geometry, with properties calculated with ωB97M-V/def2-TZVPD.

Geometry (Å):
C1 0.758 -0.725 1.380
C2 1.386 -0.790 0.010
O1 2.390 -0.092 -0.171
O2 0.961 -1.588 -0.890
H1 0.107 0.127 1.575
H2 1.523 -0.670 2.154
H3 0.268 -1.598 1.810
C3 -4.871 5.943 0.681
C4 -6.370 6.137 0.439
C5 -7.391 5.376 1.207
O3 -7.131 4.024 0.877
C6 -8.045 3.061 1.319
N1 -6.674 7.598 0.471
H4 -4.608 6.261 1.690
H5 -4.210 6.652 0.182
H6 -4.679 4.881 0.525
H7 -6.526 5.757 -0.571
H8 -8.409 5.559 0.865
H9 -7.407 5.602 2.274
H10 -8.087 2.956 2.403
H11 -7.675 2.122 0.909
H12 -9.057 3.346 1.031
H13 -6.041 7.994 -0.209
H14 -7.532 7.540 -0.059
C7 -6.481 -6.087 3.003
C8 -5.535 -4.907 2.894
C9 -5.350 -4.146 4.321
O4 -4.748 -2.861 4.104
C10 -4.632 -2.065 5.240
N2 -4.165 -5.299 2.513
H15 -6.314 -6.751 2.155
H16 -7.524 -5.841 3.199
H17 -6.173 -6.664 3.875
H18 -6.034 -4.248 2.184
H19 -4.659 -4.764 4.895
H20 -6.320 -3.938 4.774
H21 -5.648 -1.871 5.583
H22 -4.179 -1.086 5.082
H23 -4.101 -2.654 5.987
H24 -4.145 -5.571 1.540
H25 -3.648 -4.432 2.485
C11 6.032 -4.864 -4.301
O5 6.680 -5.736 -4.829
N3 5.099 -5.037 -3.451
N4 6.133 -3.602 -4.628
H26 4.666 -4.195 -3.099
H27 4.924 -5.938 -3.029
H28 5.747 -2.814 -4.128
H29 6.646 -3.436 -5.482
C12 5.325 3.672 -6.783
O6 6.494 3.810 -6.554
N5 4.491 3.019 -6.038
N6 4.609 4.107 -7.844
H30 3.659 2.644 -6.471
H31 4.743 2.536 -5.187
H32 5.136 4.681 -8.486
H33 3.644 3.818 -7.921
C13 -4.930 -0.268 -3.373
O7 -5.961 -0.022 -4.028
N7 -4.313 0.286 -2.355
N8 -4.125 -1.231 -3.776
H34 -4.779 1.038 -1.868
H35 -3.346 0.052 -2.183
H36 -3.928 -1.297 -4.765
H37 -3.353 -1.479 -3.175
C14 2.485 5.190 1.980
O8 2.538 6.300 2.652
N9 2.127 5.011 0.732
N10 2.765 4.098 2.435
H38 2.154 5.771 0.068
H39 2.113 4.050 0.421
H40 2.838 4.073 3.442
H41 2.480 3.404 1.760
C15 8.507 5.439 0.293
O9 8.939 6.378 -0.245
N11 8.812 4.966 1.437
N12 7.674 4.669 -0.288
H42 8.258 4.293 1.948
H43 9.218 5.667 2.039
H44 7.510 4.986 -1.233
H45 7.225 3.886 0.165
C16 2.808 -9.127 2.088
O10 3.982 -9.333 1.812
N13 2.244 -7.981 1.951
N14 1.848 -10.040 2.454
H46 2.780 -7.245 1.514
H47 1.242 -7.919 2.063
H48 2.176 -10.995 2.424
H49 1.053 -9.868 3.054
C17 0.637 -0.763 -8.960
O11 -0.411 -0.203 -9.059
N15 1.347 -0.903 -9.955
N16 1.139 -1.334 -7.897
H50 2.314 -1.133 -9.778
H51 0.983 -0.894 -10.897
H52 0.683 -1.204 -7.005
H53 2.048 -1.771 -7.943
C18 4.296 0.534 8.059
O12 4.403 1.653 7.716
N17 3.722 0.173 9.208
N18 4.801 -0.489 7.495
H54 3.844 -0.780 9.522
H55 3.531 0.985 9.777
H56 5.391 -0.366 6.684
H57 5.180 -1.214 8.087

As for the multiplicity: 1. The energy is -70983.0014 eV. The LUMO energy comes out at 1.468 eV. As for the charge: -1. The HOMO energy comes out at -4.689 eV. The calculation puts the maximum force at 11.0 eV/Å.

---

Below is an isolated molecule of C3H8N2O at a distorted geometry, with properties calculated with ωB97M-V/def2-TZVPD.

Geometry (Å):
C1 -0.097 -0.193 -2.294
C2 -0.915 -0.585 -1.057
N1 -0.097 -0.755 0.167
C3 0.338 0.133 1.039
N2 -0.209 1.411 0.784
O1 1.204 -0.051 1.875
H1 -0.558 -0.530 -3.245
H2 0.918 -0.577 -2.176
H3 -0.031 0.883 -2.331
H4 -1.918 -0.246 -0.824
H5 -1.148 -1.750 -1.395
H6 0.461 -1.610 0.018
H7 0.014 2.023 1.416
H8 -1.186 1.501 0.747

The structure (SMILES) is CCNC(N)=O. As for the multiplicity: 1. The energy is -8268.0358 eV. The LUMO energy comes out at 0.810 eV. As for the charge: 0. The HOMO energy comes out at -9.726 eV. The calculation puts the maximum force at 6.6 eV/Å.

---

Below is a structure of composition C35H36IrN6O6S2 at a distorted geometry, with properties calculated with ωB97M-V/def2-TZVPD.

Geometry (Å):
Ir1 -0.452 -0.236 -0.201
O1 4.527 -2.274 0.616
C1 4.068 -3.007 -0.407
C2 4.904 -4.019 -0.889
C3 4.507 -4.814 -1.940
C4 3.262 -4.631 -2.543
C5 2.430 -3.642 -2.069
C6 2.809 -2.812 -1.006
C7 1.865 -1.783 -0.544
O2 0.721 -1.711 -1.142
N1 2.255 -0.989 0.448
N2 1.281 -0.110 0.787
C8 1.412 0.815 1.660
C9 0.195 1.598 1.881
C10 0.081 2.567 2.862
C11 -1.139 3.194 3.059
C12 -2.223 2.827 2.281
C13 -2.049 1.861 1.306
N3 -0.868 1.285 1.088
H1 3.839 -1.605 0.840
H2 5.863 -4.152 -0.409
H3 5.170 -5.592 -2.297
H4 2.950 -5.263 -3.363
H5 1.449 -3.500 -2.501
H6 2.318 0.959 2.234
H7 0.940 2.800 3.476
H8 -1.246 3.946 3.830
H9 -3.201 3.265 2.424
H10 -2.863 1.510 0.691
S1 0.475 1.363 -1.700
C14 0.295 0.731 -3.257
N4 0.258 -0.536 -3.573
C15 0.124 -0.887 -4.978
C16 -0.374 0.372 -5.684
S2 0.173 1.770 -4.649
H11 0.314 -1.226 -2.827
H12 -0.584 -1.709 -5.080
H13 1.094 -1.206 -5.366
H14 -1.461 0.396 -5.738
H15 0.044 0.474 -6.681
O3 -0.009 -1.695 2.744
C17 -1.159 -1.640 2.335
O4 -1.552 -1.317 1.146
C18 -2.307 -1.996 3.243
C19 -2.095 -2.889 4.286
C20 -3.129 -3.224 5.149
C21 -4.373 -2.630 5.004
C22 -4.545 -1.710 3.985
C23 -3.550 -1.398 3.078
N5 -5.839 -1.010 3.886
O5 -5.887 -0.024 3.178
O6 -6.813 -1.562 4.360
H16 -1.108 -3.316 4.405
H17 -2.964 -3.936 5.945
H18 -5.195 -2.851 5.669
H19 -3.738 -0.711 2.264
C24 -5.576 1.615 -2.461
C25 -4.403 1.491 -1.475
C26 -3.178 2.061 -2.188
C27 -4.356 0.055 -0.925
C28 -5.547 -0.360 -0.329
C29 -5.782 -1.670 0.028
C30 -4.817 -2.610 -0.293
C31 -3.588 -2.263 -0.832
C32 -2.719 -3.436 -1.281
C33 -2.172 -3.239 -2.695
C34 -1.624 -3.904 -0.323
C35 -3.287 -0.882 -1.038
N6 -2.035 -0.457 -1.433
H20 -5.628 2.632 -2.856
H21 -6.540 1.379 -2.014
H22 -5.420 0.933 -3.299
H23 -4.636 2.154 -0.631
H24 -3.056 1.596 -3.169
H25 -2.244 1.918 -1.660
H26 -3.325 3.133 -2.347
H27 -6.325 0.375 -0.157
H28 -6.718 -1.963 0.484
H29 -5.022 -3.662 -0.124
H30 -3.422 -4.272 -1.340
H31 -1.465 -2.412 -2.707
H32 -2.977 -3.004 -3.395
H33 -1.660 -4.141 -3.041
H34 -0.799 -3.203 -0.254
H35 -1.223 -4.858 -0.679
H36 -2.026 -4.056 0.680

As for the expectation value of S²: 0.7562. As for the multiplicity: 2. The energy is -82612.7683 eV. The LUMO energy (spin up / spin down) comes out at -1.015 / -1.029 eV. As for the charge: 0. The HOMO energy (spin up / spin down) comes out at -7.042 / -6.762 eV. The calculation puts the maximum force at 1.6 eV/Å.

---

Below is an isolated molecule of C12H5Cl10NO2 at a distorted geometry, with properties calculated with ωB97M-V/def2-TZVPD.

Geometry (Å):
C1 3.452 -0.965 0.187
C2 2.424 -0.678 1.253
O1 2.573 -1.156 2.363
N1 1.200 -0.084 0.930
C3 -0.077 -0.407 1.497
O2 -0.019 -1.236 2.622
C4 -0.889 -1.052 0.384
Cl1 -0.342 -2.594 -0.383
C5 -2.324 -1.016 0.850
Cl2 -3.123 -2.521 1.457
C6 -2.723 -0.448 -0.498
Cl3 -3.205 -1.575 -1.812
C7 -3.628 0.753 -0.245
Cl4 -3.766 1.916 -1.635
Cl5 -5.254 0.192 0.361
C8 -2.735 1.358 0.841
Cl6 -3.386 2.888 1.595
C9 -1.291 1.341 0.374
Cl7 -0.461 2.854 -0.182
C10 -0.934 0.814 1.753
Cl8 -0.440 2.008 2.961
C11 -2.349 0.224 1.780
Cl9 -3.229 0.016 3.334
C12 -1.257 0.114 -0.567
Cl10 -0.344 0.203 -2.100
H1 3.061 -1.721 -0.551
H2 4.417 -1.256 0.603
H3 3.600 -0.043 -0.401
H4 1.155 0.221 -0.011
H5 0.906 -1.368 2.866

The structure (SMILES) is CC(=O)NC1(O)[C@@]2(Cl)[C@]3(Cl)[C@@]4(Cl)C(Cl)(Cl)[C@]5(Cl)[C@@](Cl)([C@@]1(Cl)[C@@]53Cl)[C@]42Cl. As for the multiplicity: 1. The energy is -143334.1899 eV. The LUMO energy comes out at -1.055 eV. As for the charge: 0. The HOMO energy comes out at -10.124 eV. The calculation puts the maximum force at 3.7 eV/Å.